Density functional theory data (ωB97M-V with the def2-TZVPD basis set) for 2 unconnected molecules or ions with the total composition C2H7N2O2.

Last columns: bonded neighbours and bond lengths (Å).
Geometry (Å):
1 N -1.78753 1.40439 -1.65912  C2 1.483, H4 1.038, H5 1.024
2 C -1.31322 0.91028 -0.34427  N1 1.483, O3 1.376, H6 1.129, H7 1.133
3 O 0.02428 0.59170 -0.28704  C2 1.376
4 H -1.49509 0.76547 -2.42363  N1 1.038
5 H -1.27374 2.27818 -1.80495  N1 1.024
6 H -1.51168 1.75768 0.37466  C2 1.129
7 H -2.00600 0.04900 -0.09352  C2 1.133
8 C 1.40815 -1.90468 0.98563  N9 1.341, O10 1.253, H11 1.118
9 N 1.77329 -0.61761 1.07776  C8 1.341, H12 1.007, H13 1.088
10 O 1.92492 -2.79650 1.69775  C8 1.253
11 H 0.63618 -2.07597 0.19481  C8 1.118
12 H 2.52055 -0.42200 1.72430  N9 1.007
13 H 1.09991 0.06007 0.55762  N9 1.088

Output
Kohn-Sham gap, eV: 8.0708
Relative energy (zero: lowest compared OMol25 entry of this formula, charge and spin), kJ/mol: 117.4
Multiplicity: 1
Charge: -1
Highest occupied orbital energy, eV: -3.7261
E_LUMO, eV: 4.34

Löwdin atomic charge list, values in e, 2 entries:
1. N -0.0584
2. C -0.5471



Density functional theory data (ωB97M-V with the def2-TZVPD basis set) for a gas-phase ion, C2H7N2O2 (charge +1).

Last columns: bonded neighbours and bond lengths (Å).
Geometry (Å):
1 C 1.19730 1.32028 0.14979  N2 1.393, H7 1.139, H8 1.085, H9 1.071
2 N 0.45097 0.15330 0.00164  C1 1.393, O3 1.397, N4 1.318
3 O 0.99985 -1.03744 0.48329  N2 1.397, H10 0.978
4 N -0.81784 0.12895 -0.35288  N2 1.318, C5 1.460, O6 1.193
5 C -1.52414 -1.10704 -0.03034  N4 1.460, H11 1.178, H12 1.073, H13 1.196
6 O -1.37921 1.04941 -0.86422  N4 1.193
7 H 1.94701 1.53897 -0.67930  C1 1.139
8 H 1.76964 1.31651 1.07155  C1 1.085
9 H 0.55363 2.16800 0.02820  C1 1.071
10 H 1.88799 -1.17148 0.09639  O3 0.978
11 H -0.80197 -1.68217 0.70092  C5 1.178
12 H -1.61651 -1.80744 -0.83856  C5 1.073
13 H -2.66672 -0.86986 0.23354  C5 1.196

Output
Kohn-Sham gap, eV: 10.0311
Relative energy (zero: lowest compared OMol25 entry of this formula, charge and spin), kJ/mol: 624.7
Multiplicity: 1
Structure (SMILES): CN(O)[N+](C)=O
Charge: +1
Highest occupied orbital energy, eV: -15.8123
E_LUMO, eV: -5.78

Löwdin atomic charge list, values in e, 2 entries:
1. C 0.0250
2. N -0.1147



Density functional theory data (ωB97M-V with the def2-TZVPD basis set) for a gas-phase ion, C2H7N2O2 (charge +1).

Last columns: bonded neighbours and bond lengths (Å).
Geometry (Å):
1 C 0.38930 1.78054 0.23531  N2 1.482, H7 1.096, H8 1.087, H9 1.189
2 N -0.46939 0.58681 0.05467  C1 1.482, O3 1.343, N4 1.622
3 O -1.14334 0.47017 -1.10110  N2 1.343, H10 0.970
4 N 0.42640 -0.71687 0.41210  N2 1.622, C5 1.403, O6 1.183
5 C 0.03961 -1.98416 -0.04828  N4 1.403, H11 1.080, H12 1.013, H13 1.169
6 O 1.31276 -0.51923 1.16976  N4 1.183
7 H -0.01565 2.62000 -0.34081  C1 1.096
8 H 1.37545 1.52181 -0.14131  C1 1.087
9 H 0.33453 2.07185 1.38667  C1 1.189
10 H -1.85391 1.12847 -1.14797  O3 0.970
11 H -0.99251 -2.11985 0.24061  C5 1.080
12 H 0.45629 -2.73660 0.48720  C5 1.013
13 H 0.14046 -2.10294 -1.20685  C5 1.169

Output
Kohn-Sham gap (alpha / beta), eV: 8.2588 / 8.2572
Relative energy (zero: lowest compared OMol25 entry of this formula, charge and spin), kJ/mol: 705.1
Multiplicity: 1
Structure (SMILES): CN(O)[N+](C)=O
Charge: +1
Highest occupied orbital energy (alpha / beta), eV: -14.9170 / -14.9163
E_LUMO (alpha / beta), eV: -6.66 / -6.66

Löwdin atomic charge list, values in e, 2 entries:
1. C -0.0033
2. N -0.0905



Q: Which formula does entry 2 have?
A: C2H7N2O2



Q: What is the charge in the first record?
A: -1